{"formula": "C46H49BDyF3N10O2S5", "method": "ωB97M-V/def2-TZVPD", "total_charge": -2, "e_lumo_ha": [0.124, 0.124], "gap_ha": [0.1899, 0.1897], "s_squared": 9.349, "energy_ev": -154586.77347, "e_homo_ev": [-1.8, -1.8], "multiplicity": 6, "species": ["Dy", "C", "C", "C", "C", "N", "N", "B", "N", "N", "C", "C", "C", "C", "C", "S", "C", "C", "C", "C", "N", "N", "C", "C", "C", "C", "C", "S", "C", "C", "C", "C", "C", "S", "C", "C", "C", "C", "H", "H", "H", "H", "H", "H", "H", "H", "H", "H", "H", "H", "H", "H", "H", "H", "H", "H", "H", "H", "H", "H", "H", "H", "H", "H", "H", "H", "H", "H", "H", "H", "H", "H", "H", "H", "H", "H", "H", "O", "C", "C", "C", "C", "C", "C", "C", "N", "N", "C", "O", "C", "C", "C", "C", "C", "C", "H", "H", "H", "H", "H", "H", "H", "H", "H", "H", "S", "C", "C", "N", "C", "S", "C", "N", "F", "C", "F", "F"], "xyz": [[-19.5711, 3.5159, 4.5404], [-16.9594, 1.0540, 9.6270], [-18.2522, 1.1252, 10.3133], [-18.2781, 1.2266, 11.6722], [-19.5691, 1.3133, 12.3535], [-20.6893, 1.3848, 11.7710], [-20.6252, 1.2727, 10.4301], [-21.6704, 1.2908, 9.2267], [-22.1759, 2.7532, 9.0109], [-21.9819, 3.5459, 10.0842], [-22.4154, 4.7778, 10.0684], [-23.0220, 5.3341, 8.8360], [-22.9661, 4.5615, 7.7113], [-23.3224, 5.1367, 6.4135], [-22.5828, 3.1602, 7.7879], [-22.7427, 2.1815, 6.4585], [-22.1277, 5.5110, 11.3742], [-22.8537, 4.8593, 12.5070], [-20.6285, 5.4722, 11.6759], [-22.5760, 6.9554, 11.3058], [-22.8237, 0.3103, 9.1455], [-24.0470, 0.8881, 8.9651], [-25.0094, 0.1681, 8.4968], [-24.8650, -1.1973, 8.2290], [-23.6641, -1.8420, 8.4173], [-23.4018, -3.3150, 8.1286], [-22.6188, -1.0383, 9.1049], [-21.2572, -1.7411, 9.6771], [-26.3921, 0.8521, 8.4000], [-27.0787, 0.6939, 9.7514], [-27.3483, 0.1827, 7.3855], [-26.2002, 2.3218, 8.1730], [-19.5262, 1.1072, 9.6800], [-20.1139, 0.9420, 8.0618], [-19.4337, 1.3646, 13.9679], [-18.8109, 0.0890, 14.5366], [-20.7815, 1.5202, 14.6257], [-18.5588, 2.4915, 14.4531], [-16.2342, 0.4051, 10.0646], [-17.1421, 0.6377, 8.6206], [-16.5230, 2.0698, 9.4870], [-17.3139, 1.1217, 12.1983], [-23.4757, 6.3274, 8.6814], [-23.6940, 6.1704, 6.5385], [-22.4015, 5.1834, 5.7996], [-24.0193, 4.4477, 5.8683], [-22.6732, 3.8096, 12.6255], [-22.6318, 5.3930, 13.4437], [-23.9411, 4.9210, 12.3499], [-20.2103, 4.4474, 11.7625], [-20.0534, 5.9679, 10.8815], [-20.4953, 5.9831, 12.6530], [-23.6444, 7.0663, 11.1526], [-22.3157, 7.5730, 12.2180], [-22.0810, 7.4018, 10.4309], [-25.6824, -1.7815, 7.8580], [-24.1761, -3.7016, 7.4453], [-22.3987, -3.4086, 7.6731], [-23.4497, -3.8709, 9.1267], [-27.0129, -0.3387, 10.0764], [-26.5095, 1.2891, 10.4606], [-28.0869, 1.1362, 9.7258], [-27.5874, -0.8393, 7.6750], [-28.3023, 0.6993, 7.4235], [-27.0151, 0.1606, 6.3740], [-25.4310, 2.5985, 8.9213], [-25.9301, 2.5864, 7.1557], [-27.1052, 2.8551, 8.4593], [-19.4522, -0.7627, 14.2585], [-17.7820, 0.0283, 14.1319], [-18.8015, 0.0955, 15.6296], [-21.4601, 0.7374, 14.2651], [-20.7690, 1.4231, 15.7061], [-21.2830, 2.4969, 14.3733], [-17.5032, 2.3327, 14.2747], [-18.8836, 3.4463, 14.0780], [-18.6502, 2.5924, 15.5580], [-19.2195, 1.3762, 4.8561], [-18.4356, 0.4315, 5.2402], [-18.8022, -0.9698, 5.1482], [-17.9364, -1.9477, 5.6105], [-16.7179, -1.6813, 6.1491], [-16.3407, -0.3499, 6.3180], [-17.2126, 0.7131, 5.8853], [-16.9646, 2.0261, 6.4473], [-17.7040, 3.0526, 6.3416], [-17.5132, 4.0612, 7.3282], [-18.5472, 4.8289, 7.4026], [-19.5987, 4.8281, 6.7093], [-18.4333, 5.9570, 8.4413], [-17.5362, 5.8498, 9.5201], [-17.3671, 6.8804, 10.4416], [-18.1628, 8.0220, 10.2383], [-19.0324, 8.1393, 9.1918], [-19.2463, 7.0716, 8.2872], [-19.6911, -1.2611, 4.6210], [-18.2386, -3.0117, 5.4813], [-16.0671, -2.4385, 6.5504], [-15.4200, -0.1245, 6.8756], [-16.1228, 2.0831, 7.1349], [-17.0271, 4.8666, 9.6342], [-16.6563, 6.8057, 11.1879], [-18.0726, 8.8608, 10.9277], [-19.5376, 9.0767, 9.0790], [-19.9111, 7.1138, 7.4310], [-21.2296, 5.6962, 3.8517], [-20.2889, 6.9288, 4.6291], [-20.9915, 7.8490, 5.4520], [-21.6213, 8.5586, 6.1227], [-18.9275, 6.9283, 4.6755], [-17.8837, 5.6879, 4.0527], [-18.2190, 8.1170, 5.1064], [-17.5702, 9.0309, 5.3147], [-20.1344, 2.7632, 2.6872], [-20.9351, 0.0009, 1.3197], [-22.1614, 0.4554, 1.1201], [-20.2667, 0.4836, 0.3435]]}